ORCA calculation (ωB97M-V/def2-TZVPD) on a molecular structure, C30H51BrN4P2Pt at a distorted geometry.

## Properties
- charge = +2
- total energy (Ha) = -4768.0459
- ⟨S²⟩ = 2.165
- LUMO level (spin up / spin down) (eV) = -7.450 / -8.247
- energy above the lowest of the compared OMol25 structures with the same formula, charge and spin (kcal per mole) = 22.6
- spin multiplicity = 3
- maximum force (Eh/bohr) = 0.065

Structure (XYZ):
```
89
C30H51BrN4P2Pt (ωB97M-V/def2-TZVPD)
P -2.299 -2.747 -1.303
H -0.754 6.698 -3.322
C -1.394 4.924 -6.170
H -3.007 0.684 0.600
C -1.569 3.255 -2.966
H -0.986 -0.970 -2.290
C -0.695 -3.457 -0.859
H 1.400 -3.433 1.546
H 1.437 -1.699 -1.842
C 2.408 -3.045 1.346
H 1.168 1.825 0.257
H 4.298 -3.792 0.492
H -2.592 -0.427 -1.771
H -2.008 -1.147 5.353
H -1.858 -1.826 -4.391
C -0.915 6.456 -4.368
C -1.194 5.137 -4.797
H -2.623 -0.659 3.249
H 0.024 -2.626 -0.985
Pt 0.160 -0.562 0.710
C -4.383 -3.373 0.444
H 0.771 -4.687 -1.899
H 5.154 -2.042 1.446
H 3.608 0.459 0.503
H -2.808 1.095 3.565
C -1.471 2.679 -1.705
H 0.557 0.889 6.812
H -3.484 -2.076 -3.717
H 2.589 2.147 3.690
C -2.253 1.237 0.049
C 0.153 1.914 -0.127
Br -0.823 -2.413 2.467
N -1.070 7.250 -6.620
H -0.653 8.506 -5.023
N 0.720 0.447 2.548
H 1.367 2.378 6.344
H -0.831 -4.687 -2.670
C -0.148 2.723 -1.212
N -0.998 0.248 4.192
C -0.864 7.477 -5.324
C -2.542 2.058 -1.044
C -1.281 4.043 -3.857
H -1.618 3.933 -6.564
H 2.806 -2.752 2.329
H -3.680 -1.333 0.048
C -2.614 -1.411 -3.720
C -0.309 -4.681 -1.703
C -3.274 -2.345 0.174
C 0.266 0.557 3.789
H -0.559 -5.611 -1.178
C -2.058 -1.235 -2.296
H 1.564 0.992 2.390
H 5.135 -1.549 -0.259
H 2.794 0.476 -1.776
C 0.634 1.635 6.010
C 2.497 1.350 4.445
H -4.110 -4.366 0.063
H -5.313 -3.061 -0.049
H -1.481 5.880 -8.114
C 2.437 -1.653 -1.393
C 3.644 -0.524 1.000
H 2.825 -4.514 -0.208
H -2.922 -0.442 -4.120
H -0.728 -3.683 0.219
C -1.288 -0.335 5.488
H -0.391 -0.759 5.952
H 3.024 0.453 4.091
C 3.183 -0.507 -2.075
C -0.894 1.088 0.329
H -0.331 2.140 5.894
H 2.983 1.700 5.363
H 2.914 -2.628 -1.562
H -1.747 0.401 6.161
H 0.613 3.304 -1.741
H -1.729 0.516 2.271
H -2.548 -2.325 1.013
C -1.323 6.016 -7.037
H 5.795 -0.471 0.970
N 1.107 1.058 4.759
P 2.203 -1.487 0.411
H -3.553 2.208 -1.436
C 4.999 -1.197 0.769
H 3.497 -0.344 2.078
H 3.355 -4.961 1.419
H -4.578 -3.454 1.521
C 3.276 -4.125 0.712
H 4.264 -0.524 -1.897
C -2.111 0.302 3.269
H 3.032 -0.598 -3.158
```

=====

ORCA calculation (ωB97M-V/def2-TZVPD) on a molecular structure, C30H51InO6PS4Si.

## Properties
- charge = +1
- total energy (Ha) = -4039.0422
- LUMO level (eV) = -2.826
- energy above the lowest of the compared OMol25 structures with the same formula, charge and spin (kcal per mole) = 21.6
- spin multiplicity = 1
- maximum force (Eh/bohr) = 0.011

Structure (XYZ):
```
94
C30H51InO6PS4Si (ωB97M-V/def2-TZVPD)
H 1.248 4.912 -2.083
H -2.942 -0.883 0.468
Si 0.726 -1.563 -1.620
C -3.008 -1.811 4.860
C 2.196 -3.667 -0.395
In -0.322 1.012 -0.388
H 2.195 -3.837 1.747
C 0.836 -3.019 -4.772
H 1.257 3.500 -1.035
H -1.793 1.689 3.714
C 1.594 1.356 3.827
H 0.962 -5.424 -0.621
H -2.241 -2.387 1.100
C 1.650 -3.291 0.974
H 4.025 0.779 6.110
H 3.764 -2.177 -0.443
H 0.514 4.602 -4.579
C 2.603 -1.327 -4.201
H -0.243 3.072 -5.059
C -1.505 -0.440 3.615
O -1.066 3.619 -2.709
H -0.236 -3.176 -4.912
H -1.093 -4.005 -0.423
P -1.901 3.801 -1.377
C 0.297 3.199 -2.976
H -3.750 -2.422 0.171
H 3.301 -1.553 5.737
H 2.782 -0.300 -3.877
C 1.337 3.826 -2.072
H 0.589 -3.543 1.057
H 2.395 -5.397 -1.661
H 0.996 -0.808 -6.419
C -3.925 2.898 -3.775
H -4.519 2.914 -4.689
C 1.114 -1.571 -4.406
S 1.812 0.056 -0.736
H -2.903 2.622 -4.034
H -5.010 4.472 -2.827
C 1.198 0.042 3.645
O 1.456 -2.981 -1.438
H 1.775 -2.222 1.156
S -2.461 1.818 -0.880
H -1.071 -3.724 -2.173
C 0.543 -0.623 -5.444
O -3.226 4.421 -1.912
H -0.536 -0.762 -5.529
C -2.774 -1.943 0.258
H 3.142 -1.494 -5.135
H 2.946 2.632 4.887
C -3.645 -0.665 5.313
C 1.800 -1.018 4.307
H 3.009 -2.010 -3.450
H -1.430 -2.592 3.619
C -3.214 0.595 4.908
H 4.060 -3.584 -1.482
H 2.323 3.547 -2.449
H -4.490 -0.752 5.983
H 1.115 2.155 3.276
H -4.165 5.386 -4.985
C -2.132 0.719 4.052
H -3.356 -2.788 5.170
H -3.722 1.482 5.260
H 1.188 -3.685 -3.981
C -2.728 -1.546 -2.222
H -2.059 -1.452 -3.078
C -3.534 5.375 -4.095
C -1.930 -1.705 3.992
H -3.601 6.349 -3.611
C -3.991 4.280 -3.158
C 2.620 1.613 4.725
C -1.654 -3.584 -1.259
C 3.657 -3.261 -0.521
H 0.741 0.413 -5.160
H 2.564 -5.737 0.070
H -3.148 -0.565 -2.003
H 1.480 -2.039 4.129
H 1.347 -3.283 -5.699
H 0.310 2.105 -2.862
C 0.530 3.521 -4.434
C 2.819 -0.744 5.205
S -1.143 4.723 0.101
H -4.339 2.136 -3.115
C 2.017 -5.148 -0.668
C -1.986 -2.121 -1.024
H -3.547 -2.216 -2.492
C 3.226 0.570 5.412
H 4.249 -3.720 0.273
H 1.502 3.139 -4.749
S -0.117 -0.340 2.526
H -2.501 5.205 -4.402
O -0.731 -1.365 -0.808
O 0.405 -1.271 -3.175
H -2.585 -4.142 -1.365
O -0.340 0.983 1.758
```